DFT (wB97M-V/def2-TZVPD) results for a 2-piece molecular cluster, C6H14O overall.

Structure (ORCA input):
```
! wB97M-V def2-TZVPD RIJCOSX def2/J DEFGRID3
* xyz 0 1
C -1.63785 1.26199 0.82490
C -2.22430 0.06716 0.81893
C -1.40884 -1.21618 0.66246
C -0.55705 -1.24409 -0.61099
C 0.96583 -1.12900 -0.39405
C 1.63386 -1.18350 -1.77870
H -0.57654 1.33832 0.99030
H -2.20940 2.12335 0.48717
H -3.29068 -0.09114 0.77205
H -2.17918 -1.98310 0.58007
H -0.76789 -1.41951 1.51415
H -0.72277 -0.32328 -1.15960
H -0.79750 -2.06105 -1.28487
H 1.20508 -0.17561 0.07617
H 1.28604 -1.95879 0.23709
H 1.64656 -0.17877 -2.19723
H 2.65823 -1.54021 -1.76276
H 1.10913 -1.86474 -2.44497
O 2.20058 3.52474 1.46740
H 1.86231 4.23463 0.90254
H 1.80436 3.81877 2.29992
*
```

Results
Relative energy (zero: lowest compared OMol25 entry of this formula, charge and spin) ... 37.68 kcal per mole
Structure (SMILES) ... C=CCCCC.O
E_tot ... -8495.2583 eV

***

DFT (wB97M-V/def2-TZVPD) results for a 2-piece molecular cluster, C6H14O overall.

Structure (ORCA input):
```
! wB97M-V def2-TZVPD RIJCOSX def2/J DEFGRID3
* xyz 0 1
C -1.35088 -1.45410 -1.47326
C -0.53863 -0.88817 -0.58491
C -0.90584 -0.74092 1.09851
C -0.06128 -1.78463 1.81995
H -2.42201 -1.33183 -1.41884
H -0.95601 -1.98057 -2.32844
H 0.52891 -1.05255 -0.66198
H -0.73320 0.23155 1.57942
H -1.96699 -0.97640 1.18854
H 1.00181 -1.54464 1.74906
H -0.19496 -2.76494 1.35989
H -0.32450 -1.86660 2.87548
C 1.63165 1.92875 -0.07706
C 0.65363 1.81420 -1.23789
O -0.58771 1.19356 -0.88584
H 1.23727 2.58797 0.70023
H 2.57332 2.34366 -0.43189
H 1.82624 0.95289 0.36315
H 0.44240 2.80294 -1.66064
H 1.05552 1.18007 -2.02655
H -0.90876 1.34977 0.05307
*
```

Results
Relative energy (zero: lowest compared OMol25 entry of this formula, charge and spin) ... 71.19 kcal per mole
Structure (SMILES) ... C=CCC.CCO
E_tot ... -8493.8052 eV

***

DFT (wB97M-V/def2-TZVPD) results for a 2-piece molecular cluster, C6H14O overall.

Structure (ORCA input):
```
! wB97M-V def2-TZVPD RIJCOSX def2/J DEFGRID3
* xyz 0 1
C -0.56135 1.27961 0.86145
C -1.10838 0.22154 0.25020
C -2.26293 0.13938 -0.75723
C -0.42898 -1.07295 0.62366
C 0.78539 -1.35000 -0.25588
C 1.15594 -2.89170 -0.34477
H -0.95544 2.32455 0.62816
H 0.23808 1.36130 1.65759
H -3.04760 0.52259 -0.13781
H -2.05858 0.97660 -1.50024
H -2.38459 -0.91740 -1.14835
H -1.19818 -1.85180 0.53831
H -0.00507 -1.08912 1.76165
H 1.64856 -0.78994 0.30641
H 0.78406 -0.91901 -1.22173
H 0.27963 -3.45943 0.02639
H 2.07555 -3.26410 0.21585
H 1.14821 -3.17091 -1.39262
O 1.82666 3.30722 -0.18404
H 1.55887 3.10733 -1.02809
H 1.82519 2.75626 0.50215
*
```

Results
Relative energy (zero: lowest compared OMol25 entry of this formula, charge and spin) ... 62.55 kcal per mole
Structure (SMILES) ... C=C(C)CCC.O
E_tot ... -8494.1799 eV

***

DFT (wB97M-V/def2-TZVPD) results for a 2-piece molecular cluster, C6H14O overall.

Structure (ORCA input):
```
! wB97M-V def2-TZVPD RIJCOSX def2/J DEFGRID3
* xyz 0 1
C 0.83414 1.47575 0.54805
C -0.41165 1.29530 1.36995
C -1.52914 0.34023 0.66501
C -2.02100 0.87867 -0.66194
O -2.23246 -0.35100 1.36649
H 1.63757 1.90373 1.14321
H 0.65404 2.05689 -0.35351
H 1.14821 0.46991 0.18348
H -0.92856 2.24601 1.51912
H -0.21180 0.83624 2.33751
H -2.19401 1.94551 -0.60918
H -1.25297 0.67818 -1.41891
H -2.93974 0.36153 -0.95915
C 0.44940 -1.72483 -0.75543
C 1.94978 -1.79948 -0.53120
H 0.01516 -2.71520 -0.62325
H 0.21005 -1.46393 -1.78498
H -0.15821 -1.01829 -0.02841
H 2.38968 -2.59875 -1.12343
H 2.41743 -0.85064 -0.80460
H 2.17408 -1.96583 0.52118
*
```

Results
Relative energy (zero: lowest compared OMol25 entry of this formula, charge and spin) ... 27.43 kcal per mole
Structure (SMILES) ... CCC(C)=O.CC
E_tot ... -8495.7027 eV

***

DFT (wB97M-V/def2-TZVPD) results for a 3-piece molecular cluster, C6H14O2 overall.

Structure (ORCA input):
```
! wB97M-V def2-TZVPD RIJCOSX def2/J DEFGRID3
* xyz 0 1
C -0.09271 -2.46808 1.05070
C 0.68116 -1.93028 0.12416
C 0.60409 -0.47908 -0.25083
C -0.54154 0.18332 -0.33539
C -0.45166 1.64843 -0.72580
C -1.13775 2.03294 -2.01816
H -0.73484 -1.83992 1.65378
H -0.01425 -3.48228 1.42640
H 1.45513 -2.41667 -0.43523
H 1.58602 -0.09758 -0.45183
H -1.54204 -0.19207 -0.18097
H -0.85023 2.23318 0.11128
H 0.59642 1.95184 -0.72470
H -0.58678 1.70016 -2.90270
H -1.31203 3.10398 -2.12663
H -2.11189 1.55555 -2.13938
O -1.99489 0.43406 2.65070
H -2.92431 0.22828 2.72804
H -1.51663 0.24978 3.45715
O 3.91651 -0.72396 -0.03849
H 2.99964 -0.98114 0.12698
H 3.97260 -0.71044 -0.99907
*
```

Results
Relative energy (zero: lowest compared OMol25 entry of this formula, charge and spin) ... 51.63 kcal per mole
Structure (SMILES) ... C=C/C=C/CC.O.O
E_tot ... -10542.3776 eV

***

DFT (wB97M-V/def2-TZVPD) results for a 2-piece molecular cluster, C6H14O2 overall.

Structure (ORCA input):
```
! wB97M-V def2-TZVPD RIJCOSX def2/J DEFGRID3
* xyz 0 1
C 0.07310 -0.83896 1.93146
C -0.38957 0.38873 1.86910
C -1.59556 0.75416 2.75604
C 0.12159 1.33156 0.82913
C -0.48767 1.21078 -0.46248
C 0.07281 0.08519 -1.40994
O -0.09266 0.58957 -2.72466
H 0.94403 -1.22529 1.28303
H -0.08333 -1.45442 2.84969
H -1.65388 1.70630 3.28581
H -2.31427 0.73429 1.95281
H -1.65271 -0.13276 3.53191
H -0.00485 2.35543 1.30380
H 1.26474 1.25775 0.69669
H -1.60076 1.13140 -0.44574
H -0.28091 2.15964 -1.15241
H -0.52691 -0.86496 -1.30276
H 1.14171 -0.14330 -1.28015
H -0.37295 1.53423 -2.80580
O 1.81920 -2.87465 -1.96394
H 1.77440 -3.59298 -1.22538
H 2.78515 -2.77350 -2.26247
*
```

Results
Relative energy (zero: lowest compared OMol25 entry of this formula, charge and spin) ... 69.62 kcal per mole
Structure (SMILES) ... C=C(C)CCCO.O
E_tot ... -10541.5975 eV